Here is a structure of composition C39H55Br2N10O7P2V from the OMol25 dataset. Energies are from ωB97M-V/def2-TZVPD.

Cartesian coordinates (Å):
Br: -4.054 2.450 -5.937
Br: -1.275 -4.957 -5.386
V: -0.408 0.002 -1.055
P: -0.880 -0.287 3.457
P: 0.461 -2.241 1.729
O: -0.013 -1.642 3.130
O: 3.025 -1.711 -2.154
O: 1.597 0.375 -1.416
O: 0.401 -1.273 0.599
O: 1.256 3.457 0.307
O: -0.087 1.698 -0.092
O: -1.968 -0.107 2.480
N: -0.481 -3.534 1.436
N: 1.989 -2.724 2.047
N: -3.878 1.690 0.366
N: 3.513 -2.931 -3.993
N: -1.439 -0.593 4.968
N: -0.534 -1.571 -2.286
N: -1.109 0.915 -2.703
N: 2.138 -1.073 -4.148
N: -2.418 -0.054 -0.576
N: 0.243 0.878 3.514
C: -4.101 1.950 1.807
C: -1.490 -2.335 -4.357
C: 3.385 1.889 -3.165
C: -5.807 3.173 0.048
C: 2.781 -3.233 0.917
C: -2.541 0.494 -4.579
C: -1.653 0.063 -3.600
C: -2.832 1.834 -4.660
C: 2.903 -1.885 -3.377
C: 1.026 2.369 -0.181
C: 4.482 0.262 1.650
C: -3.086 0.766 -0.090
C: -5.587 1.735 2.116
C: 3.358 1.479 -0.104
C: 1.880 3.666 -2.594
C: -1.241 -1.338 -3.422
C: -0.239 -3.849 -2.987
C: -0.276 -4.774 2.181
C: 1.616 0.640 3.957
C: 0.043 2.136 2.760
C: -0.984 -3.591 -4.134
C: -4.503 2.659 -0.572
C: -2.235 2.732 -3.784
C: 5.492 2.231 0.731
C: 2.467 2.448 -2.275
C: -1.886 -3.266 1.087
C: -0.041 -2.826 -2.099
C: -6.460 2.074 0.890
C: 3.688 2.519 -4.363
C: 2.444 -3.222 3.350
C: 4.408 2.389 -0.124
C: 5.540 1.161 1.614
C: -0.608 -0.446 6.158
C: -2.475 -1.622 5.097
C: -1.393 2.231 -2.823
C: 3.081 3.730 -4.687
C: 2.140 1.671 -1.005
C: 2.186 4.302 -3.798
C: 3.391 0.426 0.804
H: 4.378 3.234 -0.801
H: 2.107 -1.159 -5.147
H: 3.399 -2.758 3.607
H: 3.527 -3.036 -4.991
H: -3.176 -1.336 5.880
H: 3.317 4.228 -5.621
H: -2.043 -2.596 5.360
H: -3.808 2.983 1.990
H: -5.759 0.701 2.416
H: 1.709 -0.323 4.457
H: -0.914 2.128 2.249
H: 4.500 -0.570 2.346
H: -3.807 3.476 -0.769
H: 0.002 -1.338 6.351
H: 2.658 -4.318 0.800
H: 2.501 -2.744 -0.009
H: 6.391 1.034 2.274
H: 2.297 0.655 3.105
H: 2.274 -0.341 -1.491
H: -2.523 -3.311 1.976
H: 0.043 0.420 6.067
H: -5.607 4.046 0.674
H: -2.051 -2.121 -5.257
H: 0.784 -5.006 2.266
H: 2.591 -4.305 3.323
H: 0.087 2.992 3.438
H: 6.304 2.949 0.704
H: -6.580 1.182 0.268
H: 0.823 2.242 2.005
H: 4.411 2.076 -5.039
H: -1.253 -0.286 7.022
H: -7.458 2.377 1.205
H: -0.936 2.881 -2.090
H: 1.730 -2.989 4.134
H: -1.994 -2.283 0.634
H: 0.521 -2.980 -1.191
H: -0.713 -4.733 3.185
H: 0.172 -4.831 -2.794
H: -5.855 2.370 2.964
H: -3.011 -0.211 -5.250
H: -3.025 -1.722 4.164
H: -2.434 3.795 -3.843
H: 3.886 0.960 -2.901
H: 2.555 -0.257 0.856
H: -4.696 2.140 -1.510
H: -3.439 1.310 2.383
H: 1.728 5.257 -4.029
H: -0.751 -5.589 1.637
H: 3.835 -3.026 1.097
H: 1.783 -0.230 -3.725
H: 1.212 4.142 -1.888
H: 4.140 -3.487 -3.442
H: -6.470 3.499 -0.753
H: 1.926 1.418 4.656
H: -2.234 -4.014 0.373

Values from the calculation:
E = -254925.0638 eV
spin multiplicity = 4
total charge = +1
orbital gap (alpha / beta) = 5.908 / 7.847 eV
energy above the lowest of the compared OMol25 structures with the same formula, charge and spin = 60.5 kJ/mol
⟨S²⟩ = 3.768

Atomic partial charges in e from the Löwdin method, atoms 1 to 99:
1. Br 0.82
2. Br 0.81
3. V 0.77
4. P 0.48
5. P 0.47
6. O -0.25
7. O 0.00
8. O -0.12
9. O -0.29
10. O 0.08
11. O -0.13
12. O -0.26
13. N -0.28
14. N -0.28
15. N -0.05
16. N 0.18
17. N -0.29
18. N 0.01
19. N 0.01
20. N 0.20
21. N 0.15
22. N -0.26
23. C -0.12
24. C -0.05
25. C -0.04
26. C -0.17
27. C -0.08
28. C -0.05
29. C -0.19
30. C -0.68
31. C -0.63
32. C -0.58
33. C -0.08
34. C -0.19
35. C -0.16
36. C -0.12
37. C -0.02
38. C -0.19
39. C -0.08
40. C -0.08
41. C -0.08
42. C -0.05
43. C -0.68
44. C -0.12
45. C -0.08
46. C -0.06
47. C -0.15
48. C -0.08
49. C -0.09
50. C -0.18
51. C -0.07
52. C -0.09
53. C 0.00
54. C -0.08
55. C -0.09
56. C -0.09
57. C -0.07
58. C -0.08
59. C -0.25
60. C -0.06
61. C -0.03
62. H 0.13
63. H 0.12
64. H 0.09
65. H 0.11
66. H 0.09
67. H 0.11
68. H 0.09
69. H 0.13
70. H 0.11
71. H 0.07
72. H 0.07
73. H 0.10
74. H 0.12
75. H 0.09
76. H 0.09
77. H 0.05
78. H 0.11
79. H 0.06
80. H 0.06
81. H 0.09
82. H 0.07
83. H 0.12
84. H 0.11
85. H 0.06
86. H 0.08
87. H 0.10
88. H 0.11
89. H 0.11
90. H 0.06
91. H 0.11
92. H 0.09
93. H 0.11
94. H 0.12
95. H 0.08
96. H 0.05
97. H 0.09
98. H 0.09
99. H 0.11